No. 1
DFT (ωB97M-V/def2-TZVPD) results for a 9-piece molecular cluster, C28H41I3N8O18 overall at a distorted geometry.

Results
Net charge: 0
LUMO level (eV): -0.821
Relative energy (zero: lowest compared OMol25 entry of this formula, charge and spin) (kJ/mol): 329.9
F_max (eV/Å): 3.10
HOMO-LUMO gap (eV): 7.7548
Energy (eV): -102753.5627

Positions of all 98 atoms, in Å:
C 3.21919 -2.51164 1.64775
C 2.15646 -1.43844 1.16551
I 1.55379 -0.17440 2.85907
C 0.88838 -2.06611 0.45145
C 1.12621 -2.37417 -1.07573
C 2.17475 -3.36820 -1.37667
C 2.46947 -3.72510 -2.77347
C 1.67081 -3.07966 -3.79544
C 0.60054 -2.10594 -3.52274
C 0.33381 -1.73444 -2.13940
C -0.19625 -1.52998 -4.73644
O -1.38421 -1.32046 -4.67507
C 0.66799 -1.28209 -6.01903
C 0.42258 -0.10788 -6.84874
C 1.32423 0.05433 -8.00680
C 2.37163 -0.91487 -8.29675
C 2.61629 -2.10573 -7.44945
C 3.79170 -3.04346 -7.83091
I 3.19305 -4.95455 -8.65434
C 4.85290 -3.13073 -6.60090
C 6.01634 -2.09807 -6.92958
I 5.57878 -5.12280 -6.17828
C 1.73658 -2.26343 -6.29911
C 1.90025 -3.43106 -5.29683
O 2.15055 -4.58112 -5.57520
H 3.84879 -2.14055 2.49267
H 3.90961 -2.67152 0.77148
H 2.75753 -3.51507 1.86061
H 2.69408 -0.80497 0.39722
H 0.01266 -1.39664 0.61722
H 0.59812 -3.05646 0.90656
H 2.77231 -3.88137 -0.59464
H 3.25601 -4.44566 -3.08708
H -0.45252 -0.98077 -1.88049
H -0.37028 0.63142 -6.59742
H 1.25603 0.92883 -8.69642
H 3.05693 -0.76470 -9.16709
H 4.35928 -2.51894 -8.64913
H 4.35167 -2.71236 -5.68346
H 6.89372 -2.20153 -6.24735
H 5.61202 -1.05031 -6.84135
H 6.36349 -2.20383 -7.99378
C -1.91384 2.37184 3.87409
N -1.24088 1.39112 4.76184
O -0.15023 1.69169 5.20991
O -1.83204 0.34884 4.98001
H -1.27692 3.24573 3.76947
H -2.06859 1.89071 2.91005
H -2.86005 2.63807 4.33866
C 4.44747 -1.25286 6.06606
N 5.72735 -1.72042 5.47005
O 6.75932 -1.28759 5.94613
O 5.64739 -2.50600 4.54461
H 4.67017 -0.56232 6.87437
H 3.88126 -0.75844 5.28029
H 3.92039 -2.12775 6.44001
C -0.52100 1.88498 -3.70299
N 0.42828 2.82150 -3.04358
O -0.00553 3.52714 -2.15642
O 1.57836 2.81075 -3.44556
H -1.50099 2.00057 -3.24902
H -0.55323 2.14069 -4.75942
H -0.14273 0.87667 -3.55207
C 4.22129 0.84507 -2.56972
N 3.37061 0.02547 -1.66735
O 2.21988 0.38172 -1.50751
O 3.89267 -0.95072 -1.14892
H 3.62777 1.67124 -2.95316
H 5.06181 1.21102 -1.98399
H 4.55565 0.19988 -3.37973
C -3.91006 -3.24040 0.88636
N -2.43638 -3.11796 0.72836
O -1.85089 -4.04030 0.19524
O -1.92165 -2.09751 1.14679
H -4.22750 -4.19288 0.47173
H -4.13068 -3.18875 1.95024
H -4.36716 -2.41291 0.34826
C -3.96392 0.93354 7.61030
N -4.30062 2.20316 6.91305
O -3.50018 2.62282 6.09307
O -5.35033 2.73388 7.20825
H -3.00371 0.57839 7.24505
H -3.91809 1.14790 8.67577
H -4.75146 0.21802 7.38521
C -6.52768 4.46837 4.50969
N -6.71099 4.27746 3.04593
O -5.75443 3.87920 2.40623
O -7.80998 4.53460 2.59049
H -5.50815 4.20275 4.77292
H -6.72226 5.51469 4.73171
H -7.23805 3.81809 5.01652
C -8.21184 7.52425 7.37286
N -7.14347 6.50341 7.20426
O -7.05814 5.63624 8.04853
O -6.42727 6.61323 6.22315
H -8.76574 7.30271 8.28046
H -7.72831 8.49610 7.44230
H -8.85992 7.46774 6.50076

No. 2
DFT (ωB97M-V/def2-TZVPD) results for C28H41N3O6P2Sr as an isolated structure.

Results
Net charge: +2
LUMO level (eV): -5.490
Relative energy (zero: lowest compared OMol25 entry of this formula, charge and spin) (kJ/mol): 0.0
F_max (eV/Å): 0.61
HOMO-LUMO gap (eV): 8.7138
Energy (eV): -65867.9666

Positions of all 81 atoms, in Å:
Sr -0.03890 -0.54351 0.40897
C 3.05697 -1.07981 4.05821
C 2.93900 0.07536 4.81491
C 2.22905 1.14702 4.30308
C 1.65059 1.04537 3.04317
N 1.73991 -0.08349 2.32066
C 2.43324 -1.10823 2.82733
C 0.91312 2.18727 2.42456
C 1.10853 3.48596 2.87596
C 0.42693 4.51626 2.25371
C -0.42399 4.22349 1.20321
C -0.56909 2.90116 0.80448
N 0.09382 1.90417 1.40528
C -1.45020 2.53804 -0.34440
C -2.37712 3.42090 -0.88231
C -3.12632 3.03034 -1.98073
C -2.93860 1.76704 -2.51775
C -2.01571 0.93675 -1.91044
N -1.29180 1.30595 -0.84907
H 3.61047 -1.93620 4.41489
H 3.39416 0.14174 5.79380
H 2.11826 2.04453 4.89254
H 2.50080 -1.99963 2.20988
H 1.79969 3.70376 3.67552
H 0.56935 5.53955 2.57304
H -0.93693 5.02452 0.69411
H -2.53026 4.39918 -0.45303
H -3.84938 3.70972 -2.41133
H -3.49366 1.42893 -3.38065
H -1.84020 -0.06643 -2.28724
C -1.68543 -7.04451 -1.48619
C -0.47204 -6.26639 -1.93650
C -0.06971 -6.53389 -3.36656
O -0.79363 -4.81992 -1.82519
P 0.13676 -3.81640 -1.09030
O -0.17092 -2.38958 -1.40972
C -0.04990 -4.12061 0.68453
P -1.62868 -3.59659 1.40785
O -1.66029 -2.09871 1.51710
O -2.80855 -4.17090 0.55584
C -3.62448 -3.37208 -0.38046
C -4.21352 -4.34600 -1.37247
C -4.67660 -2.61357 0.39772
O -1.59296 -4.40317 2.73413
C -2.65322 -4.59801 3.75030
C -3.39317 -3.30673 4.01543
C -3.54877 -5.74137 3.33009
O 1.59744 -4.27705 -1.44224
C 2.77066 -3.41345 -1.30924
C 3.06027 -2.78471 -2.65264
C 3.89201 -4.27669 -0.77893
H -1.44148 -8.10649 -1.47111
H -2.51601 -6.89809 -2.17629
H -2.00645 -6.74581 -0.48773
H 0.37048 -6.46547 -1.26975
H -0.88929 -6.28152 -4.03991
H 0.16381 -7.59133 -3.48927
H 0.80821 -5.95170 -3.64297
H 0.70332 -3.50588 1.19364
H 0.16207 -5.16693 0.90694
H -2.94493 -2.68197 -0.88736
H -4.81006 -5.09736 -0.85365
H -3.43591 -4.83851 -1.94970
H -4.86694 -3.80709 -2.05882
H -5.31846 -3.31006 0.93953
H -5.30360 -2.05030 -0.29385
H -4.22688 -1.91326 1.10032
H -2.07107 -4.88262 4.62459
H -3.99506 -3.01168 3.15436
H -2.70696 -2.49769 4.26219
H -4.06742 -3.45595 4.85853
H -4.13257 -5.48052 2.44832
H -4.23711 -5.97179 4.14311
H -2.96477 -6.63590 3.11701
H 2.52983 -2.63256 -0.57247
H 3.27719 -3.56267 -3.38479
H 3.93031 -2.13194 -2.57931
H 2.20904 -2.20194 -3.00332
H 4.10581 -5.07977 -1.48431
H 3.63197 -4.71820 0.18316
H 4.79663 -3.68108 -0.65763

No. 3
DFT (ωB97M-V/def2-TZVPD) results for a 7-piece molecular cluster, C28H41NO18 overall at a distorted geometry.

Results
Net charge: -1
LUMO level (spin up / spin down) (eV): 2.086 / 2.044
Expectation value of S²: 0.75
Multiplicity: 2
F_max (eV/Å): 5.68
HOMO-LUMO gap (spin up / spin down) (eV): 2.1254 / 8.5281
Energy (eV): -68045.0666

Positions of all 88 atoms, in Å:
C -1.92886 3.49803 -0.68760
C -1.77476 4.36842 0.53229
C -2.14312 5.83374 0.25850
O -3.12937 6.12555 1.21428
C -3.25981 5.08889 1.99912
O -3.83429 5.12176 3.05446
O -2.64125 3.99798 1.51356
H -2.92140 3.51551 -1.13778
H -1.65821 2.45189 -0.54467
H -1.21174 3.83672 -1.43536
H -0.77671 4.36848 0.97047
H -2.56742 5.94397 -0.73945
H -1.25881 6.46962 0.21666
C 3.63505 -2.91675 2.53649
C 3.60064 -1.48479 2.85026
C 2.70894 -1.17471 3.94466
O 3.48656 -0.44883 4.79841
C 4.69733 -0.23986 4.31607
O 5.67115 0.37076 4.85555
O 4.80718 -0.98000 3.19747
H 4.11545 -3.13536 1.58280
H 2.63294 -3.34559 2.53427
H 4.05959 -3.56925 3.29945
H 3.32082 -1.00261 1.91361
H 2.35931 -2.08469 4.43230
H 1.92657 -0.54344 3.52335
C -2.09091 -3.88903 0.81183
C -3.31740 -4.50379 0.21498
C -4.52298 -4.31194 1.05384
O -5.54411 -4.13474 0.10441
C -4.99607 -3.77808 -1.08993
O -5.60876 -3.39212 -2.13104
O -3.66743 -3.88840 -0.98797
H -2.13666 -2.81520 0.99316
H -1.21544 -3.95742 0.16610
H -1.79345 -4.46712 1.68673
H -3.18430 -5.57348 0.05320
H -4.41967 -3.35257 1.56080
H -4.72029 -5.14013 1.73447
C -0.31881 0.97356 -3.89013
C 0.98858 1.69796 -3.54629
C 1.19445 2.96582 -4.43025
O 1.85327 3.79373 -3.47464
C 1.46119 3.44129 -2.21905
O 1.62649 4.12199 -1.19534
O 0.80062 2.29541 -2.28551
H -1.13875 1.59134 -3.52386
H -0.45586 0.00527 -3.40876
H -0.35037 0.81052 -4.96740
H 1.85809 1.04159 -3.58102
H 0.29991 3.45850 -4.81125
H 1.75811 2.65312 -5.30924
C 7.06147 -1.22188 -2.23914
C 5.59313 -1.59757 -2.33472
C 5.10981 -2.48262 -1.21140
O 3.74403 -2.01365 -1.06652
C 3.62171 -0.78421 -1.59362
O 2.71692 -0.00152 -1.40062
O 4.84582 -0.42499 -2.07786
H 7.43496 -0.95005 -1.25186
H 7.22950 -0.36275 -2.88856
H 7.70633 -1.99892 -2.64958
H 5.39362 -1.87944 -3.36856
H 5.67639 -2.28354 -0.30176
H 5.09380 -3.52780 -1.52032
C -3.25996 -0.56215 -1.05053
C -4.13811 -0.30515 0.14833
C -3.46498 0.55977 1.25051
O -4.44471 1.53691 1.46555
C -5.43032 1.50577 0.52772
O -6.30263 2.36684 0.44590
O -5.22497 0.47507 -0.31206
H -3.87023 -0.59570 -1.95304
H -2.63221 -1.45209 -1.09568
H -2.64918 0.31450 -1.26630
H -4.58524 -1.17384 0.63162
H -2.50301 1.00335 0.99371
H -3.22928 -0.06242 2.11390
N 0.55391 -0.15953 0.57385
C 0.31968 1.06502 1.09446
C -0.34647 0.81339 2.27795
C -0.42203 -0.54493 2.55649
C 0.07404 -1.13902 1.41360
H 0.93626 -0.28758 -0.35218
H 0.54329 1.95914 0.53146
H -0.67350 1.62856 2.90640
H -0.88466 -0.97631 3.43188
H 0.13160 -2.15217 1.04399

No. 4
DFT (ωB97M-V/def2-TZVPD) results for a 4-piece molecular cluster, C28H42B2BrF3N2O17PS overall at a distorted geometry.

Results
Net charge: +1
LUMO level (eV): -5.653
Relative energy (zero: lowest compared OMol25 entry of this formula, charge and spin) (kJ/mol): 408.2
F_max (eV/Å): 5.73
HOMO-LUMO gap (eV): 5.1944
Energy (eV): -167170.2060

Positions of all 97 atoms, in Å:
C -4.42083 4.49646 -1.63093
B -2.83281 4.65726 -1.91678
O -2.43417 5.89590 -2.42355
C -1.75330 3.48414 -1.59619
C -1.58459 3.17589 -0.13371
C -2.40753 3.99614 0.93754
O -1.85641 4.95089 1.38269
O -3.69026 3.59228 1.31112
B -3.63129 2.80497 2.51754
N -4.48039 1.59982 2.58097
O -2.79491 3.19300 3.57773
C -0.64620 2.10474 0.21186
P -0.34605 1.60377 2.02066
O -1.28152 0.26103 2.42396
Br 1.85594 1.02091 2.09444
C 0.04954 1.40662 -0.87124
N -0.15114 1.73910 -2.18344
C 0.61330 0.90695 -3.16846
O 1.67427 1.63317 -3.74434
C 2.37946 0.87767 -4.70506
C 1.76236 -0.10102 -5.60504
C 2.51145 -0.86683 -6.60807
C 1.82634 -1.93629 -7.53413
C 3.95440 -0.58937 -6.69158
C 4.57296 0.39706 -5.80043
C 3.83386 1.16248 -4.79000
C 4.46996 2.20597 -3.81786
C 3.98860 3.68565 -4.03944
C 6.05596 2.11138 -3.85831
C -0.99909 2.73853 -2.62809
S -1.27961 3.21865 -4.36676
O -0.48342 2.52045 -5.35999
O -1.10466 4.64349 -4.61312
C -3.07410 2.75677 -4.75305
F -3.08242 2.06979 -5.92450
F -3.58348 1.90669 -3.80040
F -3.83312 3.87000 -4.91098
H -4.70226 3.47565 -1.26654
H -5.04735 4.83617 -2.49727
H -4.63983 5.22901 -0.79278
H -3.16567 6.31235 -2.91269
H -4.04825 0.82934 2.06927
H -4.55856 1.31966 3.56159
H -2.43769 2.40106 4.02313
H -1.89782 0.00836 1.70834
H 0.74254 0.57697 -0.60342
H 1.03607 -0.02426 -2.70245
H -0.15475 0.56950 -3.92558
H 0.66071 -0.31235 -5.54908
H 1.26273 -1.46599 -8.37571
H 2.64377 -2.62165 -7.88283
H 1.15980 -2.55019 -6.87178
H 4.51813 -1.16446 -7.46434
H 5.67565 0.54714 -5.91040
H 4.17808 1.90731 -2.76649
H 2.87951 3.82467 -3.98749
H 4.41783 4.29062 -3.18386
H 4.40022 4.16168 -4.97407
H 6.47162 2.64742 -4.74828
H 6.43531 2.53543 -2.88904
H 6.30825 1.01776 -3.89214
C 4.21576 -5.01208 4.77993
O 3.04299 -4.90952 3.96934
C 2.57917 -3.66711 3.82616
O 3.05474 -2.67101 4.30796
O 1.48610 -3.71743 3.04858
C 0.88559 -2.44870 2.81384
H 4.49735 -6.06304 4.82276
H 5.03959 -4.45095 4.33763
H 4.01416 -4.66575 5.79411
H 1.57875 -1.78451 2.29519
H 0.55175 -2.00053 3.75104
H 0.01497 -2.60553 2.17722
C -8.80502 2.43227 7.41383
O -7.86567 3.50547 7.34201
C -7.45280 3.79234 6.10396
O -7.80035 3.23508 5.09349
O -6.58335 4.80795 6.18130
C -6.05850 5.22334 4.92321
H -9.06518 2.29251 8.46150
H -9.71217 2.67688 6.86035
H -8.36320 1.50803 7.03944
H -6.85670 5.58020 4.27114
H -5.50772 4.40916 4.44802
H -5.36913 6.04605 5.10521
C 5.68355 -11.59381 4.38097
O 4.51272 -11.49765 3.56966
C 4.04581 -10.25361 3.42430
O 4.52319 -9.25777 3.90799
O 2.95643 -10.30917 2.64799
C 2.34635 -9.04409 2.40447
H 5.96727 -12.64379 4.42587
H 6.50593 -11.03039 3.93862
H 5.47959 -11.24559 5.39416
H 3.03529 -8.37846 1.88272
H 2.00893 -8.59324 3.33867
H 1.47869 -9.21087 1.76821